{"formula": "C18H20BCl2N2", "method": "ωB97M-V/def2-TZVPD", "species": ["Cl", "C", "C", "C", "C", "C", "C", "C", "C", "C", "Cl", "C", "C", "C", "C", "H", "H", "H", "H", "H", "H", "H", "H", "H", "H", "B", "H", "H", "C", "N", "C", "C", "C", "N", "C", "H", "H", "H", "H", "H", "H", "H", "H"], "xyz": [[5.1279, 2.6369, 0.9598], [3.5477, 2.1348, 1.3847], [3.3730, 1.0696, 2.2880], [2.1007, 0.5604, 2.4781], [0.9579, 1.1064, 1.8207], [-0.2881, 0.4219, 1.9054], [-1.5816, 0.9975, 1.6467], [-2.6221, 0.7546, 2.5885], [-3.8691, 1.3477, 2.4775], [-4.1696, 2.0867, 1.3154], [-5.7239, 2.7720, 1.1293], [-3.2248, 2.2054, 0.2884], [-1.9302, 1.7271, 0.4787], [1.1586, 2.2946, 1.0487], [2.4369, 2.7719, 0.7987], [4.2377, 0.6588, 2.8135], [1.9486, -0.2932, 3.1495], [-0.2874, -0.4990, 2.5001], [-2.3939, 0.1158, 3.4513], [-4.6205, 1.2418, 3.2578], [-3.4998, 2.6860, -0.6513], [-1.1881, 1.8934, -0.2970], [0.2956, 2.8147, 0.6425], [2.5868, 3.6364, 0.1492], [-0.2596, -1.1917, 0.4482], [-0.3323, -2.2645, -0.2401], [0.3023, -3.1647, 0.3208], [-1.5221, -2.5804, -0.3607], [0.2808, -1.9870, -1.6581], [0.2781, -2.8736, -2.6892], [-0.2295, -4.2239, -2.5969], [0.8394, -2.3103, -3.8175], [1.2088, -1.0426, -3.4824], [0.8661, -0.8660, -2.1592], [1.1199, 0.3153, -1.3812], [-0.1001, -4.7309, -3.5626], [0.3042, -4.7886, -1.8198], [-1.2949, -4.2199, -2.3276], [0.9443, -2.8254, -4.7586], [1.6788, -0.2653, -4.0604], [1.6406, 1.0780, -1.9711], [0.1735, 0.7309, -1.0077], [1.7294, 0.0683, -0.5002]], "fmax_ev_per_a": 1.28, "total_charge": 1, "orbital_gap_ev": 6.0, "e_tot_ev": -47684.2553}



{"formula": "C18H20BaN6O3S4", "method": "ωB97M-V/def2-TZVPD", "species": ["Ba", "C", "C", "S", "C", "C", "S", "C", "C", "S", "H", "H", "H", "H", "H", "H", "H", "H", "H", "H", "H", "H", "O", "N", "C", "C", "C", "C", "C", "S", "H", "H", "H", "H", "N", "C", "C", "O", "O", "H", "H", "H", "H", "N", "C", "C", "C", "N", "C", "N", "N", "C"], "xyz": [[0.9481, 0.1068, 0.3443], [0.0647, -3.2968, -2.5303], [-0.9711, -2.4556, -3.2693], [-0.9757, -0.6956, -2.8212], [-2.7401, -0.4486, -2.5174], [-3.3781, -1.2682, -1.3953], [-2.4978, -1.1595, 0.1833], [-2.3634, -2.9015, 0.6479], [-1.5837, -3.7930, -0.3171], [0.0781, -3.1918, -0.7287], [-0.0504, -4.3426, -2.8322], [1.0685, -2.9710, -2.8030], [-0.7711, -2.5444, -4.3397], [-1.9790, -2.8395, -3.1056], [-2.8160, 0.6125, -2.2838], [-3.2963, -0.6175, -3.4442], [-4.4042, -0.9191, -1.2574], [-3.4364, -2.3225, -1.6684], [-1.8712, -2.8745, 1.6210], [-3.3640, -3.3195, 0.7925], [-1.4927, -4.7815, 0.1401], [-2.1225, -3.9315, -1.2554], [0.9559, 2.6888, 0.2219], [0.1199, 3.5729, 0.6935], [0.5896, 4.4641, 1.5951], [-0.2063, 5.4353, 2.1410], [-1.5434, 5.4981, 1.7339], [-2.0091, 4.5819, 0.8279], [-1.1972, 3.5573, 0.2890], [-1.7601, 2.3658, -0.7869], [1.6321, 4.3225, 1.8391], [0.2156, 6.1176, 2.8643], [-2.2074, 6.2540, 2.1349], [-3.0387, 4.5890, 0.4989], [-0.9838, 1.1611, 2.4298], [-1.0005, 0.2768, 3.5983], [-0.8284, -1.2008, 3.2056], [-1.3568, -2.0526, 3.9322], [-0.1344, -1.4179, 2.1652], [-0.9924, 2.1314, 2.7226], [-1.8118, 1.0197, 1.8578], [-1.8990, 0.3546, 4.2175], [-0.1426, 0.5398, 4.2257], [3.3146, 0.3676, 1.9838], [4.1060, 0.8677, 2.6643], [5.0483, 1.4950, 3.4924], [6.2187, 0.8179, 3.8953], [7.1830, 0.2766, 4.2357], [4.8222, 2.8185, 3.9277], [4.6398, 3.9034, 4.2870], [2.7862, -1.4614, -3.0175], [2.3895, -0.9172, -2.0669]], "fmax_ev_per_a": 0.44, "total_charge": -2, "orbital_gap_ev": 6.8, "e_tot_ev": -78112.3936, "e_above_lowest_ev": 0.000}



{"formula": "C18H20ClCsN4O5S2", "method": "ωB97M-V/def2-TZVPD", "species": ["Cs", "O", "C", "O", "C", "C", "Cl", "N", "N", "C", "C", "O", "O", "C", "C", "C", "C", "C", "C", "H", "H", "H", "H", "H", "H", "S", "C", "N", "C", "C", "S", "H", "H", "H", "H", "H", "C", "N", "C", "C", "C", "O", "H", "H", "H", "H", "H", "H", "H", "H", "H"], "xyz": [[0.4136, -1.0190, -2.5585], [-0.9339, 3.6322, 2.1766], [-0.6765, 2.6152, 2.9633], [-0.8250, 2.6653, 4.1599], [-0.1591, 1.3654, 2.3143], [0.0156, 0.1661, 2.9788], [-0.4284, -0.2097, 4.5744], [0.5159, -0.7419, 2.1038], [0.6351, -0.1943, 0.8731], [0.2493, 1.0670, 0.9856], [0.2869, 1.9321, -0.2680], [-0.2900, 3.0366, -0.2376], [0.8689, 1.4210, -1.2510], [0.9306, -2.0996, 2.2763], [1.2721, -2.6365, 3.5097], [1.6665, -3.9648, 3.5930], [1.7457, -4.7606, 2.4619], [1.4513, -4.2028, 1.2252], [1.0483, -2.8842, 1.1344], [-0.6902, 3.4337, 1.2096], [1.2559, -2.0440, 4.4083], [1.9253, -4.3675, 4.5633], [2.0577, -5.7933, 2.5374], [1.5527, -4.7936, 0.3244], [0.8970, -2.4099, 0.1794], [4.0743, -1.6739, -2.2714], [4.3831, -0.3382, -1.3292], [3.5935, 0.2038, -0.4011], [3.9527, 1.5399, 0.0591], [5.4713, 1.5791, -0.0180], [5.8735, 0.5625, -1.4629], [2.6267, -0.0887, -0.3228], [3.6038, 1.6888, 1.0805], [3.4747, 2.2767, -0.5887], [5.9183, 1.1432, 0.8749], [5.8444, 2.5917, -0.1483], [-5.2320, -0.8723, -2.6674], [-4.5955, 0.4353, -2.7690], [-5.4037, 1.6454, -2.6800], [-3.2533, 0.4482, -2.8669], [-2.5194, 1.7616, -2.9601], [-2.6178, -0.6105, -2.8909], [-6.3104, -0.7453, -2.6791], [-4.9384, -1.3780, -1.7464], [-4.9331, -1.5048, -3.5021], [-6.4490, 1.3571, -2.6237], [-5.2775, 2.2747, -3.5610], [-5.1647, 2.2275, -1.7893], [-3.1475, 2.6454, -2.9089], [-1.9768, 1.7825, -3.9059], [-1.7821, 1.8356, -2.1590]], "fmax_ev_per_a": 0.41, "orbital_gap_ev": 8.5, "e_tot_ev": -69932.2414, "e_above_lowest_ev": 0.000}



{"formula": "C18H20ClN3O5", "method": "ωB97M-V/def2-TZVPD", "species": ["C", "O", "C", "C", "C", "O", "C", "C", "C", "C", "O", "N", "C", "C", "C", "N", "C", "C", "C", "C", "Cl", "C", "C", "N", "O", "O", "C", "H", "H", "H", "H", "H", "H", "H", "H", "H", "H", "H", "H", "H", "H", "H", "H", "H", "H", "H", "H"], "xyz": [[4.6304, 3.8069, 0.9887], [3.5975, 3.3945, 0.1259], [3.1783, 2.1047, 0.1859], [3.7153, 1.1393, 1.0218], [3.2117, -0.1641, 1.0135], [3.7909, -1.0138, 1.8982], [3.2516, -2.3099, 2.0393], [2.1958, -0.5110, 0.1342], [1.6515, 0.4674, -0.6975], [0.5034, 0.1554, -1.5928], [-0.4380, 0.9080, -1.7542], [0.5812, -1.0483, -2.2203], [-0.4932, -1.5466, -3.0469], [0.0309, -2.0713, -4.3769], [-1.2787, -2.6478, -2.2870], [-1.4379, -2.3275, -0.8919], [-2.1144, -1.2631, -0.4098], [-3.1294, -0.6333, -1.1595], [-3.8540, 0.4163, -0.6641], [-3.5996, 0.8991, 0.6231], [-4.5260, 2.2161, 1.2385], [-2.6176, 0.3269, 1.3877], [-1.8679, -0.7487, 0.8905], [-0.8348, -1.2253, 1.7233], [-0.6048, -0.6482, 2.7683], [-0.1741, -2.2083, 1.3680], [2.1243, 1.7656, -0.6657], [5.5583, 3.2594, 0.7944], [4.3487, 3.6835, 2.0389], [4.7848, 4.8639, 0.7784], [4.5123, 1.3532, 1.7142], [2.1811, -2.2812, 2.2566], [3.7798, -2.7572, 2.8793], [3.4252, -2.9138, 1.1421], [1.7897, -1.5094, 0.1351], [1.3896, -1.6322, -2.0786], [-1.1481, -0.6833, -3.2080], [0.7214, -2.8973, -4.2170], [-0.7925, -2.4226, -4.9926], [0.5517, -1.2810, -4.9107], [-2.2502, -2.7987, -2.7640], [-0.7288, -3.5904, -2.3357], [-0.7062, -2.6605, -0.2679], [-3.3408, -0.9914, -2.1529], [-4.6215, 0.8792, -1.2638], [-2.3925, 0.6910, 2.3782], [1.6842, 2.5205, -1.2957]], "fmax_ev_per_a": 1.42, "orbital_gap_ev": 7.6, "e_tot_ev": -46218.4955, "e_above_lowest_ev": 4.906}



{"formula": "C18H20F12N9O4S2SbV", "method": "ωB97M-V/def2-TZVPD", "species": ["V", "C", "N", "C", "C", "N", "N", "C", "N", "N", "H", "H", "H", "H", "H", "H", "H", "H", "H", "H", "H", "F", "C", "F", "F", "S", "O", "O", "N", "S", "O", "O", "C", "F", "F", "F", "N", "C", "C", "C", "C", "C", "C", "N", "C", "C", "C", "C", "N", "C", "C", "H", "H", "H", "H", "H", "H", "H", "H", "H", "F", "Sb", "F", "F", "F", "F", "F"], "xyz": [[-0.2967, -0.3953, 1.4496], [1.7844, 3.4563, 2.9033], [0.3579, 3.2667, 3.1982], [-0.1901, 4.1355, 4.2449], [-0.3180, 2.3109, 2.6033], [0.2630, 1.3782, 1.8516], [-1.6916, 2.2957, 2.7467], [-2.5249, 1.2350, 2.5067], [-3.7698, 1.3627, 2.9542], [-2.1266, 0.1810, 1.8302], [2.0768, 4.4368, 3.2660], [1.9634, 3.4281, 1.8291], [2.3861, 2.7037, 3.4143], [0.5770, 4.2629, 5.0050], [-1.0405, 3.6858, 4.7515], [-0.4558, 5.1127, 3.8406], [1.2773, 1.4049, 1.9356], [-2.0922, 3.0633, 3.2620], [-4.0624, 2.1301, 3.5377], [-4.4245, 0.6025, 2.8541], [-2.7928, -0.5852, 1.8753], [-1.4335, -4.4905, 2.3910], [-1.3843, -4.1630, 1.1220], [-1.6802, -5.1899, 0.3616], [-2.2730, -3.1844, 0.8676], [0.3418, -3.5807, 0.6064], [0.1585, -2.2244, 0.0591], [0.8077, -4.5739, -0.2826], [1.2644, -3.5488, 1.9237], [1.7828, -2.2660, 2.5720], [1.6870, -1.0333, 1.7672], [1.3620, -2.0737, 4.0028], [3.6095, -2.5800, 2.7642], [3.7707, -3.7058, 3.4111], [4.1146, -1.5659, 3.4374], [4.1258, -2.6422, 1.5529], [-1.1587, -0.6549, -5.5048], [-0.7030, -0.4582, -6.7845], [-1.1801, -0.8656, -8.0280], [-0.4719, -0.4311, -9.1251], [0.6667, 0.3955, -9.0040], [1.1306, 0.8049, -7.7803], [0.4321, 0.3714, -6.6437], [0.6587, 0.6365, -5.3229], [-0.3015, 0.0220, -4.6727], [-0.4079, 0.0681, -3.2362], [0.7045, 0.4789, -2.4865], [0.6254, 0.4984, -1.1237], [-0.4997, 0.1516, -0.4555], [-1.5861, -0.2128, -1.1688], [-1.5812, -0.2576, -2.5370], [-1.9199, -1.2557, -5.2384], [-2.0693, -1.4716, -8.1378], [-0.7960, -0.7382, -10.1101], [1.1800, 0.7122, -9.9013], [2.0118, 1.4223, -7.6741], [1.6145, 0.7668, -2.9931], [1.4845, 0.7845, -0.5293], [-2.4787, -0.4568, -0.6116], [-2.4910, -0.5251, -3.0551], [-0.7420, -1.8088, 2.4306], [1.1954, -0.3773, 5.1495], [0.8381, 1.3277, 5.8854], [0.0640, -1.3196, 6.2724], [2.7278, -0.8071, 6.0895], [-0.3449, -0.0065, 4.0206], [2.2442, 0.5564, 3.8596]], "fmax_ev_per_a": 1.66, "total_charge": 2, "multiplicity": 2, "orbital_gap_ev": [4.1, 4.8], "e_tot_ev": -127087.2804, "e_above_lowest_ev": 1.045}